{
  "formula": "C8H17F2P",
  "method": "the ωB97M-V functional and the def2-TZVPD basis",
  "symbols": ["H", "C", "H", "H", "H", "H", "C", "C", "H", "C", "C", "C", "H", "H", "H", "H", "P", "H", "F", "H", "F", "H", "C", "C", "H", "H", "H", "H"],
  "coordinates": [[-2.80651, -2.41131, -1.72116], [-2.25206, 0.03458, 0.82726], [-3.53884, -1.45039, 0.82073], [4.40351, 1.10333, -1.05327], [1.71269, -0.12739, -1.95948], [2.99569, 1.16033, -2.18508], [2.44328, 0.57388, -0.29501], [-1.55014, -0.69281, 1.93282], [0.91800, -0.84501, -0.44941], [-3.12928, -0.99162, -0.00208], [-2.27602, -1.85624, -0.99335], [1.58160, -0.19374, -0.95287], [1.76854, 0.01106, 1.67276], [-2.20883, -0.97873, 2.72183], [-3.84973, -0.36763, -0.53431], [-1.05084, -1.54095, 1.65063], [-1.24104, 0.93217, -0.26900], [-0.31824, 1.34912, -1.40083], [-0.40146, 2.02276, 0.54741], [-0.72369, -0.10483, 2.33621], [-2.36186, 1.94183, -0.85304], [3.53016, 0.21910, 1.50698], [2.59536, 0.55503, 1.14573], [3.40118, 1.43024, -1.11827], [2.44817, 1.53393, 1.44358], [-1.60385, -1.10359, -1.61794], [3.19504, 2.48319, -0.77605], [-1.68083, -2.68630, -0.42478]],
  "atomic_forces_ev_per_a": [[-1.0635, -0.4380, -0.6859], [1.4354, -1.1043, -2.0012], [-1.6088, -1.9377, 1.2366], [1.1857, 0.0057, 0.3210], [-0.6499, -0.3996, -2.8805], [1.2902, 1.4680, 1.5984], [0.8316, -1.1229, -1.2075], [0.5637, 2.2241, 0.6111], [-0.6387, -0.7322, 0.1978], [2.0825, 2.5926, -1.5961], [1.7822, 0.5684, 1.1208], [1.0969, 0.7024, 2.2732], [0.7586, 0.0553, -0.5620], [-0.6767, 0.0838, 0.6398], [-0.2729, -0.4848, -0.0963], [0.9558, -2.6349, -1.0610], [-0.6362, 4.2224, 0.0260], [-1.1307, -1.5422, 0.4901], [-0.2314, -0.8080, 0.7823], [-0.2793, 0.3825, 0.4268], [0.3503, -0.8731, -0.2906], [1.1151, -0.4091, 0.2246], [-2.0454, -1.1105, 1.0108], [-3.4520, -0.2554, -1.1477], [0.0435, 2.3092, 1.1066], [-1.0037, -1.8732, 1.3210], [0.7333, -0.7696, -0.8693], [-0.5357, 1.8812, -0.9887]],
  "mulliken_charge": [0.39, 0.17, 0.44, 0.35, 0.30, 0.24, 1.34, -1.52, 0.58, -0.84, -0.69, -1.77, 0.17, 0.42, 0.28, 0.42, 0.65, 0.08, -0.26, 0.37, -0.30, 0.42, -1.24, -1.00, 0.37, 0.17, 0.27, 0.21],
  "max_force_ev_per_a": 4.27,
  "e_above_lowest_kcal_mol": 13.2,
  "smiles": "CCC(C)=[PH](F)F.C=C(C)C",
  "lumo_energy_ev": 0.41,
  "e_tot_ha": -855.982436,
  "orbital_gap_ev": 8.51,
  "charge": 0
}